Below is a structure of composition C33H42Li2O17S at a distorted geometry, with properties calculated with the ωB97M-V functional and the def2-TZVPD basis.

The lowest unoccupied orbital energy is -0.9 eV. As for the frontier orbital gap: 6.379 eV. As for the net charge: 0. Its total energy is -2974.7558 Eh. The calculation puts the energy above the lowest of the compared OMol25 structures with the same formula, charge and spin at 318.9 kJ/mol.

XYZ file:
```
95
C33H42Li2O17S the ωB97M-V functional and the def2-TZVPD basis
Li 3.94 -2.49 0.21
Li -1.68 -2.07 0.50
S 1.30 -0.78 0.30
O 1.22 0.34 1.21
O -0.02 -1.36 0.18
O 1.74 -0.29 -1.04
O 2.24 -1.83 0.71
C -4.06 0.56 0.71
O -2.96 -0.31 0.54
H -4.75 0.31 -0.32
H -3.61 1.62 0.62
H -4.73 0.58 1.68
H -2.21 0.23 0.76
C -2.33 -3.66 -2.12
O -2.49 -2.60 -1.27
H -2.97 -3.78 -2.91
H -2.41 -4.52 -1.48
H -1.31 -3.67 -2.60
H -2.18 -1.86 -1.70
C 2.83 -4.39 -2.35
O 3.39 -3.22 -1.82
H 2.16 -4.45 -3.12
H 2.70 -5.09 -1.41
H 3.69 -5.13 -2.82
H 2.63 -2.76 -1.85
C -2.32 0.29 4.35
C -2.65 -0.55 5.45
C -1.70 -1.63 5.86
C -0.56 -1.71 5.11
C -0.19 -0.84 4.01
C -1.12 0.16 3.62
O -0.95 0.90 2.50
O -1.78 -2.18 7.04
H -3.00 1.11 4.23
H -3.59 -0.31 6.23
H 0.11 -2.38 5.61
H 0.70 -1.05 3.59
H -0.07 0.75 1.94
H -2.60 -1.98 7.75
C 0.27 -4.56 0.75
C -0.04 -5.89 0.35
C -0.41 -6.90 1.25
C -0.39 -6.59 2.62
C 0.16 -5.32 3.05
C 0.49 -4.25 2.14
O 1.02 -3.14 2.61
O -1.04 -8.06 0.79
H 0.54 -3.78 0.02
H -0.03 -6.20 -0.61
H -0.77 -7.31 3.46
H 0.20 -4.96 4.03
H 1.42 -2.53 1.80
H -1.57 -8.46 1.56
C -0.43 5.01 0.03
C 0.13 3.85 0.62
C 1.13 3.86 1.56
C 1.47 5.06 2.21
C 1.04 6.28 1.57
C 0.07 6.25 0.57
O -0.21 7.42 -0.06
O 1.56 2.66 2.15
H -0.95 4.95 -0.77
H -0.21 2.78 0.33
H 2.38 5.10 3.04
H 1.45 7.11 1.84
H -1.21 7.39 -0.39
H 1.65 1.80 1.55
C 3.22 4.17 -1.23
C 3.12 2.76 -1.32
C 3.69 2.05 -2.41
C 4.44 2.78 -3.30
C 4.57 4.13 -3.10
C 4.02 4.81 -2.16
O 4.08 6.15 -2.08
O 3.56 0.68 -2.56
H 2.80 4.50 -0.16
H 2.40 2.34 -0.37
H 5.11 2.29 -4.07
H 5.17 4.70 -3.89
H 3.53 6.36 -1.55
H 2.87 0.44 -2.04
C -1.14 2.30 -3.55
C -2.39 2.91 -3.81
C -3.48 2.15 -4.31
C -3.22 0.76 -4.53
C -2.01 0.18 -4.13
C -0.90 0.92 -3.78
O 0.29 0.23 -3.61
O -4.60 2.66 -4.49
H -0.32 2.74 -2.93
H -2.63 3.96 -3.69
H -3.90 0.15 -4.96
H -2.03 -0.95 -4.28
H 0.85 0.42 -2.83
H -5.14 1.93 -4.79
```